Record 1
11
Properties=species:S:1:pos:R:3:forces:R:3:lowdin_charge:R:1 method="wB97M-V/def2-TZVPD" multiplicity=1 homo_lumo_gap_ha=0.3384 total_charge=0
C -1.40335 -0.17622 -0.09525 -0.2 -1.4 0.2 -0.87
C 0.76198 0.59483 0.13399 1.5 -0.4 0.2 -0.17
C 0.76423 -0.92175 -0.03238 0.7 -0.1 -1.1 -0.14
H -0.92267 1.74955 -0.16988 -1.3 2.8 0.1 0.10
H 1.50965 1.05629 -0.53899 -0.5 -0.1 0.4 0.13
H 0.96417 0.89422 1.16452 0.2 0.0 0.1 0.12
H 1.27765 -1.15706 -1.00424 -0.8 -0.2 0.8 0.14
H 1.29937 -1.40969 0.76768 -0.1 -0.3 0.2 0.12
N -0.56881 0.86895 -0.20640 -0.4 -1.7 -0.7 0.02
O -0.62016 -1.32841 -0.04798 -0.4 1.3 0.1 -0.07
S -3.06208 -0.17072 0.02891 1.2 0.0 -0.2 0.62

=====

Record 2
31
Properties=species:S:1:pos:R:3:forces:R:3:lowdin_charge:R:1 method="wB97M-V/def2-TZVPD" multiplicity=1 homo_lumo_gap_ha=0.3019 total_charge=-1
C 1.39543 -0.68852 -1.67079 -1.2 0.3 0.1 -0.18
N 1.44238 -0.73023 -0.20629 -0.1 0.6 -0.7 -0.04
C 1.81503 0.47634 0.55590 -0.2 -1.5 -0.5 -0.40
O 1.77228 0.18175 1.86369 -1.1 1.0 3.3 -0.18
C 0.03455 -1.30168 -2.33986 -0.9 2.1 0.5 -0.31
C -1.14459 -0.21416 -2.20863 2.9 0.5 1.6 -0.20
O -0.78211 1.20197 -2.22791 1.1 -0.4 3.2 -0.12
N -0.62257 -2.49744 -1.72952 1.9 -0.3 0.1 0.00
H 2.18675 -1.36676 -1.92863 0.7 0.0 -1.1 0.07
H 1.56820 0.40453 -2.03273 -0.3 -2.0 0.2 0.13
H 0.65381 -1.16625 0.19583 -1.0 -0.4 0.5 0.04
H 2.83694 0.57721 0.31657 1.5 1.1 -0.9 0.09
H 1.22795 1.36462 0.36424 -0.3 0.5 -0.7 0.08
H 0.20262 -1.49504 -3.43937 0.1 0.1 1.2 0.13
H -1.68367 -0.50260 -1.31054 -0.2 0.5 0.1 0.09
H -1.74665 -0.13252 -3.01177 -2.3 -1.2 -2.8 0.07
H -0.51314 1.40532 -1.26595 -0.6 -0.4 -2.1 0.07
H -0.97172 -2.27331 -0.76511 0.9 -0.5 -1.1 0.06
H 0.10969 -3.26148 -1.70201 -1.4 1.0 0.4 0.09
H 0.89537 0.77441 2.40083 0.6 -2.2 -1.8 0.11
H -0.38488 0.46847 3.47612 0.5 -1.3 6.5 -0.11
O -0.49683 0.65849 2.63365 0.2 2.1 -5.0 -0.30
H -0.27885 3.06226 0.03473 0.7 2.0 1.8 0.06
H -0.17727 2.60938 1.37555 0.4 1.5 0.6 0.01
O -0.03531 3.50743 0.93747 -1.2 -3.5 -2.1 -0.13
H 0.05611 -1.27423 2.14146 -1.3 -1.4 -0.4 0.04
H -1.41812 -1.83395 2.41609 2.7 -0.7 -1.5 0.08
O -0.54041 -2.08946 1.91852 -1.4 2.1 1.8 -0.17
H -1.64535 0.11291 1.39130 0.3 0.8 0.2 -0.01
H -2.18100 1.54786 1.35938 0.2 0.2 0.6 0.01
O -2.05237 0.78244 0.81395 -1.0 -0.7 -1.9 -0.10

=====

| no. | calculated total energy (eV) | HOMO level (eV) |
| --- | --- | --- |
| 1 | -17564.502 | -8.56 |
| 2 | -19720.049 | -4.72 |